## 1
{"formula": "C2H14NO3", "method": "ωB97M-V/def2-TZVPD", "symbols": ["O", "O", "O", "N", "C", "C", "H", "H", "H", "H", "H", "H", "H", "H", "H", "H", "H", "H", "H", "H"], "xyz": [[1.520, -1.570, 1.339], [1.822, -1.003, -1.197], [1.389, 1.988, -1.692], [-1.004, -1.055, 1.118], [-1.893, 1.201, 0.488], [-1.355, -0.151, -0.035], [1.987, 2.766, -1.449], [1.685, -1.461, 0.396], [-2.912, 1.250, 0.634], [-1.557, 2.045, -0.259], [2.396, -1.728, 1.703], [2.240, -1.475, -1.937], [1.747, 0.020, -1.417], [-0.351, 0.068, -0.597], [-1.722, -1.077, 1.961], [-0.943, -1.978, 0.606], [-1.920, -0.757, -0.866], [-0.058, -0.910, 1.377], [0.464, 2.301, -1.593], [-1.533, 1.527, 1.422]], "nbo_charge": [-1.009, -1.018, -0.975, -0.709, -0.635, -0.251, 0.508, 0.506, 0.234, 0.225, 0.505, 0.509, 0.534, 0.237, 0.456, 0.450, 0.245, 0.473, 0.484, 0.232], "lumo_energy_ev": -3.08, "charge": 1}


## 2
{"formula": "C2H14NO3", "method": "ωB97M-V/def2-TZVPD", "symbols": ["O", "O", "O", "N", "C", "C", "H", "H", "H", "H", "H", "H", "H", "H", "H", "H", "H", "H", "H", "H"], "xyz": [[-2.491, 0.041, 1.429], [-2.158, 0.135, -1.524], [0.653, 0.651, -2.296], [1.574, 0.051, 0.222], [1.220, -1.380, 0.050], [0.988, 0.803, 1.375], [2.588, 0.121, 0.323], [-0.294, 0.836, -2.180], [-2.484, 0.525, 2.271], [0.247, 1.516, 1.013], [1.784, 1.228, 1.979], [1.444, 0.546, -0.674], [-2.313, -0.267, -0.658], [1.427, -2.004, 0.911], [0.464, 0.103, 2.027], [1.704, -1.727, -0.853], [0.927, 1.347, -2.911], [0.153, -1.403, -0.171], [-2.575, -0.874, 1.734], [-2.858, -0.248, -2.066]], "nbo_charge": [-0.961, -0.975, -0.979, -0.516, -0.420, -0.427, 0.422, 0.518, 0.489, 0.245, 0.235, 0.477, 0.491, 0.234, 0.229, 0.245, 0.496, 0.231, 0.477, 0.488], "lumo_energy_ev": -2.94, "charge": 1}


## 3
{"formula": "C2H14NO3", "method": "ωB97M-V/def2-TZVPD", "symbols": ["O", "O", "O", "N", "C", "C", "H", "H", "H", "H", "H", "H", "H", "H", "H", "H", "H", "H", "H", "H"], "xyz": [[-1.514, -1.534, -0.417], [0.199, -0.562, -2.455], [-2.613, 0.527, 1.080], [1.792, -0.021, -0.448], [1.201, 0.168, 0.983], [1.515, 1.573, 1.486], [1.793, -1.036, -0.584], [0.251, -0.333, 1.050], [0.975, 1.826, 2.288], [-2.054, -0.921, 0.085], [2.686, 0.325, -0.480], [-2.275, 1.036, 1.825], [-0.184, 0.041, -3.119], [-3.506, 0.808, 0.982], [-0.615, -0.926, -1.981], [1.922, -0.428, 1.629], [1.131, 0.348, -1.235], [-1.650, -2.473, -0.339], [2.682, 1.636, 1.737], [1.428, 2.354, 0.798]], "nbo_charge": [-1.021, -0.992, -0.965, -0.690, -0.226, -0.621, 0.439, 0.251, 0.236, 0.524, 0.416, 0.490, 0.495, 0.493, 0.524, 0.218, 0.482, 0.504, 0.218, 0.223], "lumo_energy_ev": -2.94, "charge": 1}


The computed energies, referenced to the most stable structure and given in eV, are 1 0.783; 2 0.000; 3 0.492.


## 1
{"formula": "H4N4O2", "method": "ωB97M-V/def2-TZVPD", "symbols": ["O", "O", "N", "N", "N", "N", "H", "H", "H", "H"], "xyz": [[-4.379, -0.318, 0.228], [0.028, -0.967, 0.724], [-3.217, -0.565, 0.377], [1.027, 1.357, -0.177], [0.365, 0.526, -0.985], [-0.102, -0.565, -0.644], [1.195, 1.161, 0.788], [-2.476, 0.080, 0.033], [-0.267, -1.923, 0.578], [1.306, 2.258, -0.584]], "nbo_charge": [-0.239, -0.621, -0.029, -0.651, -0.013, 0.005, 0.388, 0.265, 0.496, 0.400], "lumo_energy_ev": -0.03, "smiles": "N/N=N\\O.N=O"}


## 2
{"formula": "H4N4O2", "method": "ωB97M-V/def2-TZVPD", "symbols": ["O", "O", "N", "N", "N", "N", "H", "H", "H", "H"], "xyz": [[0.689, -1.000, -0.917], [0.288, 1.583, -0.495], [-1.148, -0.300, 0.856], [-1.903, 0.499, 0.392], [0.804, 0.813, 0.498], [1.501, -0.194, 0.058], [0.669, -1.972, -0.471], [1.694, -0.755, 0.863], [-2.839, 0.401, 0.396], [0.245, 0.923, -1.179]], "nbo_charge": [-0.645, -0.502, -0.028, -0.331, 0.051, -0.186, 0.479, 0.360, 0.338, 0.465], "lumo_energy_ev": [0.48, 0.37]}


## 3
{"formula": "H4N4O2", "method": "ωB97M-V/def2-TZVPD", "symbols": ["O", "O", "N", "N", "N", "N", "H", "H", "H", "H"], "xyz": [[1.838, -0.243, -0.729], [2.523, 1.640, -1.547], [-1.498, -0.772, 0.676], [0.655, 1.546, -0.499], [-0.418, -1.357, 0.383], [1.670, 1.097, -0.957], [1.131, -0.389, -0.111], [0.688, 2.557, -0.653], [-1.513, 0.256, 0.440], [-0.513, -2.344, 0.722]], "nbo_charge": [-0.523, -0.409, -0.278, -0.538, -0.347, 0.586, 0.493, 0.353, 0.332, 0.330], "lumo_energy_ev": 0.07, "smiles": "[H]/N=[N+](\\[O-])O.[H]/N=N/[H]"}


The computed energies, referenced to the most stable structure and given in eV, are 1 0.447; 2 2.316; 3 0.000.


## 1
{"formula": "C5H12NO", "method": "ωB97M-V/def2-TZVPD", "symbols": ["O", "N", "C", "C", "C", "C", "C", "H", "H", "H", "H", "H", "H", "H", "H", "H", "H", "H", "H"], "xyz": [[0.811, 0.350, 1.699], [1.113, 2.231, 0.282], [0.978, -2.204, 0.139], [-1.819, 0.062, -1.350], [0.284, 1.518, 1.353], [-1.031, -1.049, -0.698], [0.275, -1.029, -0.470], [2.012, 1.760, 0.280], [1.654, -2.705, -0.561], [-2.610, 0.499, -0.748], [0.873, -0.173, -0.747], [1.270, 3.197, 0.547], [-1.661, -1.883, -0.391], [0.251, 2.239, 2.217], [-2.261, -0.355, -2.263], [-1.154, 0.862, -1.682], [1.520, -1.845, 1.014], [-0.740, 1.463, 0.917], [0.237, -2.939, 0.462]], "nbo_charge": [-0.936, -0.939, -0.643, -0.633, 0.148, -0.255, -0.107, 0.347, 0.179, 0.197, 0.215, 0.321, 0.161, 0.043, 0.178, 0.219, 0.255, 0.066, 0.185], "lumo_energy_ev": 4.26, "charge": -1}


## 2
{"formula": "C5H12NO", "method": "ωB97M-V/def2-TZVPD", "symbols": ["O", "N", "C", "C", "C", "C", "C", "H", "H", "H", "H", "H", "H", "H", "H", "H", "H", "H", "H"], "xyz": [[-0.593, -2.359, 0.878], [1.042, -1.009, -0.922], [-0.054, 1.231, -0.105], [0.174, 1.865, 1.254], [0.088, -0.879, -2.000], [0.418, -0.296, 0.249], [-0.822, -1.093, 0.993], [-1.841, -0.750, 0.583], [1.311, -0.295, 0.956], [0.162, 0.108, -2.532], [0.295, 1.466, -1.162], [1.085, -1.916, -0.606], [-0.013, 1.344, 2.159], [-1.143, 1.341, -0.393], [-0.692, -0.620, 2.022], [-0.011, 2.917, 1.350], [-0.952, -1.025, -1.567], [0.285, -1.792, -2.721], [1.259, 1.763, 1.565]], "nbo_charge": [-0.941, -0.670, -0.468, -0.629, -0.420, -0.064, 0.001, 0.055, 0.164, 0.165, 0.211, 0.376, 0.235, 0.186, 0.054, 0.183, 0.190, 0.176, 0.194], "lumo_energy_ev": 4.07, "smiles": "CC[C@@H](C[O-])NC", "charge": -1}


The computed energies, referenced to the most stable structure and given in eV, are 1 0.000; 2 1.588.